59
Properties=species:S:1:pos:R:3:nbo_charge:R:1 method="wB97M-V/def2-TZVPD" smiles="CC(=O)OCCCCc1cc(CC(=O)c2ccccc2)c2c[nH+]ccc2c1C[C@@H]1CO1" de_lowest_kj_mol=2820.4 orbital_gap_ha=0.2207 lumo_energy_ev=-5.0 charge=+1
C 0.822 2.207 -7.316 -0.73
C -0.090 0.957 -6.680 0.79
O -1.435 1.160 -6.767 -0.58
O 0.533 -0.259 -6.135 -0.55
C 0.167 -0.496 -4.730 -0.09
C 1.441 -0.018 -3.804 -0.45
C 1.784 -1.022 -2.544 -0.43
C 2.087 -0.074 -1.246 -0.47
C 1.299 -0.478 0.129 0.09
C 2.200 -0.449 1.537 -0.20
C 1.504 -0.783 2.985 0.04
C 2.502 -0.678 4.323 -0.53
C 2.524 0.953 4.693 0.55
O 3.533 1.541 5.366 -0.48
C 1.229 1.849 4.131 -0.14
C -0.185 1.989 4.991 -0.24
C -1.501 2.840 4.418 -0.23
C -1.462 3.610 2.934 -0.22
C -0.048 3.467 2.079 -0.23
C 1.261 2.624 2.649 -0.21
C -0.091 -1.158 3.149 -0.07
C -0.807 -1.445 4.598 0.12
N -2.295 -1.741 4.672 -0.53
C -3.188 -1.833 3.431 0.02
C -2.588 -1.563 1.902 -0.19
C -0.990 -1.208 1.756 0.03
C -0.284 -0.867 0.286 -0.03
C -1.273 -0.901 -1.018 -0.48
C -1.531 -2.607 -1.469 0.05
C -2.581 -2.824 -2.834 -0.18
O -2.985 -3.145 -1.273 -0.58
H 1.181 1.885 -8.404 0.26
H 0.149 3.176 -7.493 0.27
H 1.750 2.476 -6.656 0.24
H -0.220 -1.586 -4.499 0.21
H -0.736 0.226 -4.432 0.20
H 1.214 1.097 -3.482 0.21
H 2.413 0.045 -4.489 0.24
H 1.004 -1.878 -2.374 0.23
H 2.804 -1.567 -2.838 0.24
H 3.253 -0.182 -1.014 0.24
H 1.912 1.079 -1.418 0.25
H 3.348 -0.180 1.519 0.26
H 3.590 -1.037 4.071 0.28
H 2.048 -1.224 5.262 0.25
H -0.291 1.441 6.043 0.23
H -2.496 2.920 5.065 0.24
H -2.419 4.194 2.538 0.26
H -0.047 4.002 1.012 0.25
H 2.212 2.574 1.955 0.24
H -0.168 -1.381 5.578 0.26
H -2.723 -1.887 5.626 0.46
H -4.326 -2.059 3.637 0.27
H -3.286 -1.608 0.956 0.30
H -0.865 -0.371 -1.976 0.26
H -2.356 -0.530 -0.710 0.25
H -0.557 -3.390 -1.355 0.24
H -2.686 -3.950 -3.143 0.25
H -3.256 -1.932 -3.191 0.24



67
Properties=species:S:1:pos:R:3:mulliken_spin:R:1 method="wB97M-V/def2-TZVPD" multiplicity=5 de_lowest_kj_mol=0.0 orbital_gap_ha="0.2744 / 0.1508" lumo_energy_ev="-5.3 / -10.1" charge=+2 s_squared=6.032
Pd -0.266 0.437 0.267 1.38
C -5.258 -2.718 0.723 0.11
C -3.732 -2.499 0.981 0.21
O -2.998 -3.567 1.538 0.27
P -3.525 -1.202 2.253 0.00
O -4.849 -0.301 2.290 0.00
O -3.787 -2.076 3.563 0.01
O -2.179 -0.546 2.341 0.00
P -2.749 -2.346 -0.808 0.03
O -3.950 -1.811 -1.766 0.04
O -2.393 -3.793 -1.013 0.09
O -1.658 -1.321 -0.743 0.25
H -5.821 -2.908 1.617 0.02
H -5.387 -3.621 0.135 0.00
H -5.665 -1.885 0.155 0.00
H -2.711 -4.038 0.681 0.01
H -4.722 0.672 2.200 0.00
H -3.170 -2.860 3.560 0.00
H -4.324 -2.564 -2.275 0.00
O 0.241 0.524 2.812 0.02
C 0.187 1.907 3.071 -0.01
C -0.728 2.720 2.232 0.00
C -1.037 3.995 2.728 0.01
C -2.086 4.664 2.136 0.00
C -2.800 4.083 1.040 0.01
C -2.269 2.880 0.552 0.00
N -1.221 2.229 1.098 0.05
H -0.611 0.058 3.022 0.00
H 1.199 2.334 2.950 0.00
H -0.137 2.119 4.101 0.00
H -0.487 4.389 3.604 0.00
H -2.386 5.627 2.524 0.00
H -3.750 4.487 0.725 0.00
H -2.737 2.429 -0.344 0.00
C 3.367 -3.853 -3.123 0.01
C 4.106 -2.680 -2.899 0.00
C 3.560 -1.686 -2.064 0.00
C 2.265 -1.822 -1.566 0.05
C 1.450 -2.900 -1.949 0.02
C 2.022 -3.895 -2.749 0.00
P 1.672 -0.418 -0.603 0.19
C 3.015 0.328 0.300 0.05
C 3.364 1.673 0.149 0.02
C 4.475 2.129 0.873 -0.01
C 5.193 1.259 1.713 0.03
C 4.872 -0.114 1.747 -0.01
C 3.750 -0.545 1.059 0.03
C 1.371 0.691 -1.953 0.33
C 2.066 1.053 -3.109 0.08
C 1.388 2.002 -3.904 0.24
C 0.069 2.455 -3.636 0.14
C -0.564 2.063 -2.478 0.02
C 0.107 1.207 -1.647 0.33
H 3.859 -4.702 -3.601 0.00
H 5.102 -2.570 -3.289 0.00
H 4.173 -0.804 -1.838 0.00
H 0.402 -2.930 -1.593 -0.02
H 1.384 -4.732 -3.047 0.00
H 2.888 2.344 -0.563 0.01
H 4.727 3.160 0.787 0.00
H 6.014 1.625 2.334 0.00
H 5.418 -0.779 2.377 0.00
H 3.377 -1.563 1.109 0.00
H 2.998 0.579 -3.371 0.01
H 1.866 2.521 -4.738 0.00
H -0.399 3.076 -4.409 0.01
H -1.588 2.330 -2.270 0.01



68
Properties=species:S:1:pos:R:3:mulliken_charge:R:1 method="wB97M-V/def2-TZVPD" de_lowest_kj_mol=52.4 orbital_gap_ha=0.1797 lumo_energy_ev=-8.4 charge=+2
Ti 0.217 0.511 0.040 1.07
C -0.301 -6.017 3.639 -2.17
C 1.107 -5.424 3.580 1.76
C 2.048 -6.454 2.928 -1.57
C 1.581 -5.134 5.016 -1.55
C 1.159 -4.136 2.777 -0.34
C 0.022 -3.611 2.159 0.13
C 0.164 -2.440 1.473 -0.21
Br -1.328 -1.536 0.545 -0.02
C 1.360 -1.736 1.355 0.66
O 1.283 -0.578 0.654 0.33
C 2.525 -2.256 1.949 -1.09
C 2.370 -3.448 2.642 -0.18
C 3.876 -1.540 1.823 2.08
C 3.807 -0.145 2.471 -1.47
C 4.970 -2.330 2.542 -2.21
C 4.273 -1.440 0.336 -1.44
H -0.277 -6.924 4.241 0.43
H -0.666 -6.295 2.648 0.43
H -1.011 -5.333 4.109 0.44
H 1.985 -7.393 3.478 0.46
H 3.089 -6.129 2.945 0.34
H 1.762 -6.646 1.892 0.37
H 1.506 -6.047 5.606 0.46
H 0.959 -4.371 5.488 0.38
H 2.619 -4.803 5.048 0.34
H -0.936 -4.108 2.217 0.62
H 3.245 -3.873 3.110 0.51
H 3.498 -0.220 3.515 0.36
H 3.124 0.531 1.960 0.14
H 4.795 0.314 2.451 0.46
H 4.765 -2.417 3.610 0.43
H 5.919 -1.808 2.429 0.45
H 5.090 -3.327 2.115 0.43
H 3.590 -0.822 -0.243 0.13
H 4.311 -2.434 -0.114 0.35
H 5.267 -1.000 0.254 0.48
F -1.366 1.587 -0.296 -0.46
As -0.838 2.910 1.034 2.01
F -0.864 4.038 -0.206 -0.37
F -2.432 2.992 1.504 -0.35
F -0.102 3.815 2.218 -0.33
F -0.535 1.333 1.923 -0.43
F 0.904 2.346 0.348 -0.51
N 0.052 1.440 -6.910 0.01
C -0.043 0.961 -8.180 0.80
C -0.147 1.583 -9.422 -1.03
C -0.212 0.754 -10.516 -0.39
C -0.180 -0.659 -10.397 -0.52
C -0.083 -1.279 -9.183 -0.79
C -0.011 -0.458 -8.041 0.68
N 0.100 -0.791 -6.740 -0.54
C 0.136 0.350 -6.069 -0.19
C 0.276 0.394 -4.657 1.13
C 0.353 1.591 -3.911 -0.98
C 0.488 1.534 -2.557 -0.33
N 0.552 0.363 -1.859 0.18
C 0.512 -0.800 -2.581 -0.45
C 0.372 -0.818 -3.932 -0.80
H 0.057 2.414 -6.658 0.20
H -0.173 2.659 -9.529 0.40
H -0.289 1.188 -11.503 0.41
H -0.235 -1.250 -11.301 0.40
H -0.059 -2.355 -9.082 0.45
H 0.318 2.564 -4.379 0.36
H 0.567 2.455 -1.996 0.51
H 0.608 -1.716 -2.013 0.57
H 0.334 -1.751 -4.476 0.56



63
Properties=species:S:1:pos:R:3:mulliken_spin:R:1 method="wB97M-V/def2-TZVPD" multiplicity=3 de_lowest_kj_mol=22.4 orbital_gap_ha="0.2720 / 0.2799" lumo_energy_ev="-0.7 / -0.7" s_squared=2.018
V 1.212 2.117 0.771 1.96
C 1.974 4.270 1.342 -0.04
C 2.209 3.375 2.411 0.00
C 3.106 2.382 1.962 0.00
C 3.406 2.659 0.601 -0.06
C 2.708 3.830 0.228 0.00
H 1.280 5.093 1.355 0.00
H 1.753 3.422 3.388 0.01
H 3.501 1.567 2.548 0.00
H 4.055 2.079 -0.035 0.00
H 2.688 4.267 -0.757 0.00
C -0.783 -5.455 -1.672 0.00
C -1.128 -4.939 -0.268 0.00
C -0.443 -5.826 0.781 0.00
C -2.640 -5.048 -0.076 0.00
C -0.633 -3.501 -0.119 0.00
C -1.473 -2.439 0.171 0.00
C -0.957 -1.164 0.300 0.01
Br -2.178 0.223 0.697 0.00
C 0.411 -0.875 0.157 0.04
O 0.805 0.398 0.317 0.06
C 1.276 -1.939 -0.165 0.01
C 0.714 -3.210 -0.277 0.00
C 2.793 -1.862 -0.395 0.00
C 3.385 -0.458 -0.325 0.02
C 3.503 -2.713 0.670 0.00
C 3.123 -2.414 -1.792 0.00
H -1.134 -6.483 -1.794 0.00
H 0.292 -5.446 -1.853 0.00
H -1.257 -4.838 -2.438 0.00
H -0.781 -6.860 0.682 0.00
H -0.677 -5.484 1.790 0.00
H 0.642 -5.817 0.667 0.00
H -2.948 -6.088 -0.197 0.00
H -3.185 -4.453 -0.812 0.00
H -2.946 -4.727 0.921 0.00
H -2.536 -2.579 0.301 0.00
H 1.382 -4.032 -0.500 0.00
H 3.309 -0.046 0.681 0.00
H 2.896 0.223 -1.021 0.00
H 4.445 -0.511 -0.586 0.00
H 3.263 -2.356 1.673 0.00
H 4.586 -2.652 0.535 0.00
H 3.218 -3.763 0.612 0.00
H 2.619 -1.832 -2.566 0.00
H 2.829 -3.457 -1.912 0.00
H 4.199 -2.352 -1.967 0.00
O -0.139 3.203 -1.016 0.02
C -0.843 3.448 -0.029 0.00
O -0.507 3.033 1.143 -0.02
C -2.092 4.261 -0.135 0.00
C -2.987 4.307 0.927 0.00
C -4.156 5.042 0.815 0.00
C -4.386 5.723 -0.366 0.00
C -3.512 5.696 -1.438 0.00
C -2.355 4.946 -1.316 0.00
N -5.630 6.516 -0.491 0.00
O -5.820 7.099 -1.538 0.00
O -6.426 6.461 0.424 0.00
H -2.757 3.765 1.834 0.00
H -4.879 5.095 1.615 0.00
H -3.746 6.247 -2.335 0.00
H -1.647 4.876 -2.130 0.00



68
Properties=species:S:1:pos:R:3:mulliken_spin:R:1 method="wB97M-V/def2-TZVPD" multiplicity=2 orbital_gap_ha="0.3093 / 0.3095" lumo_energy_ev="0.2 / 0.2" s_squared=0.779
Co 0.425 -0.455 -0.551 0.93
O 4.448 -0.284 3.774 0.00
C 3.256 -0.373 4.306 0.00
O 3.089 -0.468 5.498 0.00
C 2.059 -0.335 3.386 0.00
C 0.756 -0.310 3.843 0.00
Cl 0.247 -0.168 5.456 0.00
N -0.088 -0.301 2.783 -0.01
N 0.625 -0.336 1.633 0.02
C 1.908 -0.342 1.973 0.01
C 2.931 -0.361 0.844 -0.01
O 4.136 -0.421 1.124 0.00
O 2.446 -0.339 -0.309 0.05
C -1.514 -0.296 2.751 0.00
C -2.164 0.282 1.668 0.00
C -3.552 0.303 1.642 0.00
C -4.298 -0.252 2.670 0.00
C -3.637 -0.835 3.738 0.00
C -2.253 -0.858 3.785 0.00
H 4.423 -0.260 2.753 0.00
H -1.602 0.761 0.877 0.00
H -4.059 0.770 0.810 0.00
H -5.379 -0.226 2.639 0.00
H -4.193 -1.284 4.550 0.00
H -1.773 -1.343 4.621 0.00
C 0.251 6.227 -0.609 0.00
O 0.487 5.810 -1.944 0.00
C 0.504 4.485 -2.196 0.00
C 0.869 4.132 -3.512 0.00
C 0.922 2.813 -3.850 0.00
C 0.629 1.778 -2.929 0.00
C 0.739 0.394 -3.308 0.00
C 0.875 -0.041 -4.744 0.00
O 0.713 -0.547 -2.492 0.01
C 0.245 2.148 -1.605 0.00
O -0.131 1.303 -0.696 -0.03
C 0.194 3.519 -1.268 0.00
H 0.389 7.304 -0.603 0.00
H 0.962 5.761 0.076 0.00
H -0.768 5.987 -0.297 0.00
H 1.110 4.914 -4.218 0.00
H 1.228 2.561 -4.854 0.00
H 0.931 0.764 -5.466 0.00
H 0.004 -0.658 -4.972 0.00
H 1.755 -0.676 -4.833 0.00
H -0.092 3.757 -0.255 0.00
C -2.985 0.348 -1.904 0.00
S -2.094 -1.215 -1.805 0.02
C -3.241 -2.253 -0.878 0.00
H -2.910 0.923 -0.986 0.00
H -4.027 0.177 -2.173 0.00
H -2.507 0.925 -2.695 0.00
H -4.236 -2.210 -1.319 0.00
H -3.289 -1.974 0.173 0.00
H -2.869 -3.273 -0.960 0.00
C 2.511 -3.892 -0.221 0.00
C 1.788 -3.728 1.125 0.00
C 0.393 -3.309 0.704 0.00
O 0.595 -2.479 -0.448 0.00
C 1.664 -3.089 -1.219 0.00
H 2.552 -4.941 -0.514 0.00
H 3.530 -3.513 -0.174 0.00
H 2.253 -2.943 1.721 0.00
H 1.784 -4.642 1.717 0.00
H -0.161 -2.732 1.442 0.00
H -0.209 -4.173 0.400 0.00
H 2.208 -2.286 -1.700 0.00
H 1.200 -3.725 -1.977 0.00



66
Properties=species:S:1:pos:R:3:nbo_charge:R:1 method="wB97M-V/def2-TZVPD" orbital_gap_ha=0.1267 lumo_energy_ev=1.0 charge=-1
C 5.028 -0.746 0.111 -0.63
C 4.700 -2.240 -0.056 -0.40
C 3.458 -2.526 -0.936 -0.20
Cl 3.746 -2.151 -2.668 -0.03
C 2.182 -1.931 -0.352 -0.06
C 1.528 -2.727 0.570 -0.19
C 0.365 -2.370 1.213 0.00
C -0.209 -3.346 2.236 -0.41
C -1.506 -4.081 1.787 -0.40
C -2.486 -4.133 2.996 -0.65
S -4.235 -4.039 2.549 2.34
O -4.886 -5.236 2.999 -0.95
O -4.813 -2.870 3.151 -0.96
O -4.330 -3.858 0.959 -0.87
C -0.208 -1.144 0.889 -0.08
C 0.424 -0.305 -0.039 -0.14
C 1.623 -0.675 -0.649 0.28
N 2.228 0.230 -1.551 -0.85
C -0.242 1.027 -0.351 0.53
O -0.112 1.581 -1.425 -0.44
C -1.129 1.641 0.713 -0.11
C -1.333 2.996 0.784 -0.15
C -2.128 3.535 1.791 -0.10
C -2.281 5.024 1.839 -0.15
I -0.544 6.114 1.196 0.16
C -3.379 5.683 2.237 -0.14
C -4.644 4.957 2.653 -0.67
I -3.427 7.816 2.306 0.15
C -2.701 2.646 2.693 -0.18
C -2.535 1.285 2.617 -0.20
C -1.728 0.788 1.617 -0.04
C -1.489 -0.701 1.519 0.54
O -2.360 -1.447 1.934 -0.56
H 5.023 -0.181 -0.823 0.22
H 4.393 -0.321 0.896 0.21
H 6.057 -0.682 0.497 0.21
H 4.433 -2.647 0.934 0.20
H 5.549 -2.839 -0.405 0.21
H 3.326 -3.614 -0.892 0.22
H 1.955 -3.704 0.810 0.20
H 0.579 -4.085 2.441 0.21
H -0.328 -2.792 3.178 0.21
H -1.286 -5.111 1.482 0.21
H -1.938 -3.543 0.945 0.25
H -2.331 -5.038 3.591 0.25
H -2.331 -3.296 3.681 0.26
H -5.180 -3.400 0.837 0.51
H 3.225 0.291 -1.431 0.36
H 1.979 -0.010 -2.518 0.44
H -0.847 3.593 0.018 0.25
H -4.873 4.087 2.031 0.24
H -4.555 4.599 3.688 0.22
H -5.486 5.658 2.638 0.23
H -3.311 3.031 3.503 0.21
H -3.020 0.611 3.318 0.24
C 2.448 1.409 -6.982 -0.63
C 1.754 1.768 -5.649 0.13
C 2.794 2.430 -4.722 -0.63
O 1.315 0.630 -5.067 -0.97
H 3.275 0.710 -6.828 0.18
H 1.740 0.954 -7.679 0.19
H 2.861 2.308 -7.472 0.15
H 1.012 2.569 -5.897 0.06
H 3.631 1.756 -4.508 0.18
H 2.343 2.722 -3.771 0.20
H 3.219 3.340 -5.179 0.15



79
Properties=species:S:1:pos:R:3:mulliken_spin:R:1 method="wB97M-V/def2-TZVPD" multiplicity=5 de_lowest_kj_mol=74.9 orbital_gap_ha="0.2460 / 0.2612" lumo_energy_ev="2.3 / 2.3" charge=-1 s_squared=6.010
Cr -0.777 -0.171 0.250 3.96
N -0.597 -0.273 2.351 -0.01
C 0.085 0.920 2.855 0.02
C 1.175 1.348 1.854 0.02
O 1.966 2.223 2.193 0.01
O 1.128 0.768 0.709 0.01
H -1.483 -0.458 2.805 0.01
H -0.007 -1.090 2.487 0.01
H 0.535 0.782 3.841 0.00
H -0.629 1.741 2.903 0.00
C 5.655 -0.958 -0.589 0.00
Sb 3.545 -0.375 -0.313 0.00
C 4.167 1.718 -0.262 0.00
C 3.718 -0.616 1.828 0.00
H 6.298 -0.455 0.136 0.00
H 5.989 -0.689 -1.593 0.00
H 5.761 -2.038 -0.471 0.00
H 5.013 1.824 0.417 0.00
H 3.337 2.318 0.107 0.00
H 4.463 2.059 -1.257 0.00
H 3.815 0.371 2.278 0.00
H 4.579 -1.235 2.078 0.00
H 2.806 -1.084 2.194 0.00
N -0.793 -0.861 -3.857 0.00
C 0.337 -0.074 -3.803 0.00
C 0.480 0.271 -2.498 0.07
N -0.550 -0.279 -1.765 -0.33
C -1.289 -0.956 -2.613 0.08
H -1.219 -1.238 -4.681 0.00
H 0.925 0.154 -4.673 0.00
H 1.253 0.846 -2.020 0.01
H -2.150 -1.540 -2.353 0.01
F -0.401 -3.550 -2.062 0.00
C 0.720 -3.748 -1.330 0.00
F 1.004 -5.068 -1.443 0.00
F 1.701 -3.090 -1.948 0.00
C 0.553 -3.257 0.160 -0.02
O 0.727 -1.943 0.298 0.00
C -0.869 -3.711 0.638 0.05
F -1.018 -3.523 1.955 0.01
F -1.144 -5.011 0.389 0.00
F -1.825 -2.994 0.020 0.02
C 1.625 -4.008 1.024 0.00
F 2.854 -3.806 0.519 0.00
F 1.456 -5.348 1.116 0.00
F 1.622 -3.542 2.282 0.00
C -1.177 3.624 -1.846 0.01
S -0.171 3.016 -0.444 0.04
O -1.141 2.419 0.516 0.04
C 0.165 4.674 0.202 0.00
C 1.183 5.424 -0.369 0.00
C 1.465 6.685 0.130 0.00
C 0.744 7.182 1.208 0.00
C -0.251 6.410 1.793 0.00
C -0.539 5.150 1.291 0.00
H -1.980 4.247 -1.459 0.00
H -1.605 2.746 -2.325 0.00
H -0.529 4.166 -2.535 0.00
H 1.756 5.014 -1.193 0.00
H 2.257 7.275 -0.313 0.00
H 0.976 8.162 1.605 0.00
H -0.795 6.791 2.647 0.00
H -1.306 4.523 1.732 0.00
O -3.190 -1.345 1.926 0.01
C -3.620 -0.701 0.978 0.00
N -2.815 -0.027 0.091 -0.07
S -3.749 0.925 -0.884 0.04
O -3.441 0.723 -2.284 0.00
O -3.810 2.304 -0.485 0.00
C -5.305 0.198 -0.441 0.00
C -6.575 0.420 -0.922 0.00
C -7.631 -0.230 -0.296 0.00
C -7.394 -1.057 0.801 0.00
C -6.113 -1.252 1.286 0.00
C -5.055 -0.614 0.651 -0.01
H -6.737 1.070 -1.772 0.00
H -8.643 -0.083 -0.650 0.00
H -8.232 -1.553 1.274 0.00
H -5.911 -1.886 2.139 0.00



Number 1: E_tot -37059.565 eV. Number 2: E_tot -76616.561 eV. Number 3: E_tot -204242.222 eV. Number 4: E_tot -134890.167 eV. Number 5: E_tot -107778.986 eV. Number 6: E_tot -80765.481 eV. Number 7: E_tot -128817.863 eV.